1.
{"formula": "C55H60GeN4Tl", "method": "ωB97M-V/def2-TZVPD", "symbols": ["Tl", "C", "C", "C", "C", "C", "C", "C", "C", "C", "C", "C", "C", "C", "C", "C", "C", "N", "C", "C", "C", "N", "C", "C", "C", "N", "C", "C", "C", "C", "C", "C", "C", "C", "C", "C", "C", "C", "N", "C", "C", "H", "H", "H", "H", "H", "H", "H", "H", "H", "H", "H", "H", "H", "H", "H", "H", "H", "H", "H", "H", "H", "H", "H", "H", "H", "H", "H", "H", "H", "H", "H", "H", "H", "H", "H", "H", "H", "H", "H", "H", "H", "H", "H", "H", "C", "Ge", "C", "C", "C", "C", "C", "C", "C", "C", "C", "C", "C", "C", "C", "C", "C", "C", "C", "C", "H", "H", "H", "H", "H", "H", "H", "H", "H", "H", "H", "H", "H", "H", "H", "H"], "positions_angstrom": [[-0.126, -0.114, -0.684], [3.851, 3.893, -3.880], [4.094, 3.332, -2.472], [3.368, 2.042, -2.252], [3.867, 0.773, -2.289], [5.280, 0.340, -2.524], [5.524, -0.091, -3.977], [2.750, -0.123, -2.053], [2.825, -1.517, -1.992], [1.786, -2.425, -1.766], [1.939, -3.861, -1.612], [3.227, -4.614, -1.737], [3.558, -4.932, -3.201], [0.694, -4.358, -1.359], [-0.212, -3.224, -1.360], [-1.580, -3.276, -1.078], [-2.488, -2.218, -0.997], [-2.182, -0.911, -1.178], [-3.306, -0.183, -0.972], [-3.375, 1.211, -1.005], [-2.333, 2.122, -1.206], [-1.037, 1.787, -1.417], [-0.321, 2.927, -1.582], [1.052, 2.982, -1.838], [1.946, 1.921, -1.991], [1.621, 0.608, -1.890], [-1.208, 4.065, -1.456], [-2.457, 3.565, -1.224], [-3.720, 4.330, -0.973], [-3.989, 4.495, 0.528], [-0.803, 5.499, -1.604], [-0.701, 5.914, -3.079], [-4.406, -1.075, -0.654], [-3.896, -2.338, -0.665], [-4.623, -3.625, -0.423], [-5.003, -4.309, -1.744], [-5.804, -0.651, -0.332], [-5.965, -0.244, 1.138], [0.483, -2.092, -1.624], [0.292, -5.786, -1.156], [-0.341, -6.380, -2.421], [4.353, 4.854, -4.009], [2.783, 4.031, -4.055], [4.226, 3.198, -4.633], [3.771, 4.065, -1.728], [5.165, 3.181, -2.327], [5.523, -0.490, -1.857], [5.956, 1.160, -2.274], [4.889, -0.941, -4.234], [6.567, -0.376, -4.129], [5.282, 0.725, -4.660], [3.814, -1.943, -2.108], [3.164, -5.545, -1.169], [4.040, -4.030, -1.300], [2.765, -5.536, -3.644], [4.501, -5.476, -3.286], [3.635, -4.010, -3.780], [-1.982, -4.260, -0.864], [-4.354, 1.645, -0.837], [1.469, 3.979, -1.931], [-4.559, 3.808, -1.441], [-3.652, 5.313, -1.444], [-4.066, 3.519, 1.009], [-4.915, 5.047, 0.706], [-3.168, 5.035, 1.002], [0.161, 5.659, -1.114], [-1.527, 6.141, -1.099], [0.037, 5.299, -3.596], [-0.410, 6.963, -3.168], [-1.661, 5.774, -3.578], [-5.524, -3.428, 0.162], [-4.000, -4.296, 0.172], [-5.604, -3.633, -2.354], [-5.569, -5.226, -1.572], [-4.104, -4.554, -2.311], [-6.496, -1.467, -0.559], [-6.085, 0.189, -0.972], [-5.758, -1.089, 1.796], [-6.980, 0.110, 1.333], [-5.263, 0.551, 1.395], [-0.417, -5.858, -0.327], [1.168, -6.374, -0.878], [-1.231, -5.814, -2.701], [-0.626, -7.424, -2.271], [0.361, -6.325, -3.255], [0.179, -0.577, 1.277], [0.571, 0.188, 2.931], [-0.983, -0.072, 4.164], [-1.569, -1.339, 4.167], [-2.751, -1.589, 4.846], [-3.381, -0.564, 5.543], [-2.813, 0.700, 5.555], [-1.625, 0.941, 4.872], [1.055, 2.104, 2.983], [2.276, 2.507, 3.522], [2.621, 3.850, 3.598], [1.743, 4.817, 3.129], [0.531, 4.432, 2.572], [0.193, 3.088, 2.500], [2.071, -0.859, 3.761], [2.753, -1.750, 2.935], [3.743, -2.585, 3.437], [4.076, -2.538, 4.785], [3.414, -1.649, 5.621], [2.421, -0.822, 5.111], [-0.187, -1.597, 1.435], [-1.091, -2.138, 3.610], [-3.186, -2.582, 4.830], [-4.310, -0.752, 6.069], [-3.296, 1.501, 6.104], [-1.194, 1.938, 4.887], [2.966, 1.750, 3.880], [3.571, 4.143, 4.029], [2.007, 5.866, 3.193], [-0.153, 5.188, 2.201], [-0.750, 2.796, 2.047], [2.477, -1.785, 1.884], [4.252, -3.280, 2.777], [4.842, -3.193, 5.184], [3.670, -1.607, 6.674], [1.899, -0.139, 5.775]], "atomic_forces_ev_per_a": [[0.3, 0.5, 1.2], [0.1, 0.0, 0.1], [-0.1, 0.0, -0.2], [0.1, 0.0, 0.0], [0.1, 0.1, 0.1], [-0.1, 0.0, -0.2], [0.0, 0.0, 0.1], [-0.1, -0.1, 0.0], [-0.1, 0.0, 0.1], [0.0, 0.2, -0.1], [-0.1, -0.2, 0.1], [-0.1, 0.0, -0.2], [0.0, 0.0, 0.1], [0.2, -0.1, 0.0], [-0.1, 0.2, 0.0], [0.0, 0.0, 0.0], [0.1, 0.1, -0.1], [-0.5, -0.3, -0.5], [0.1, 0.0, 0.1], [0.1, 0.1, 0.0], [0.0, -0.2, 0.0], [-0.1, 0.4, -0.5], [0.1, -0.1, 0.0], [-0.1, 0.0, 0.0], [-0.1, -0.1, 0.0], [0.3, 0.3, -0.6], [-0.1, 0.0, 0.1], [0.1, 0.1, -0.1], [0.1, -0.1, 0.1], [0.0, 0.0, -0.1], [0.0, -0.1, -0.2], [0.0, 0.0, 0.2], [-0.1, -0.2, -0.1], [-0.1, 0.0, 0.1], [0.0, 0.1, -0.2], [0.0, 0.0, 0.1], [0.1, 0.0, 0.1], [0.0, 0.0, -0.1], [0.0, -0.5, -0.5], [0.0, 0.1, -0.2], [0.0, 0.0, 0.1], [0.0, 0.0, 0.0], [0.0, 0.0, 0.0], [0.0, 0.0, 0.0], [0.0, 0.0, 0.0], [0.0, 0.0, 0.1], [0.0, 0.0, 0.0], [0.0, 0.0, 0.0], [0.0, 0.0, 0.0], [0.0, 0.0, 0.0], [0.0, 0.0, 0.0], [0.0, 0.0, 0.0], [0.0, 0.0, 0.0], [0.0, 0.0, 0.0], [0.0, 0.0, 0.0], [0.0, 0.0, 0.0], [0.0, 0.0, 0.0], [0.0, 0.0, 0.0], [0.0, 0.0, 0.0], [0.0, 0.0, 0.0], [0.0, 0.1, 0.0], [0.0, 0.0, 0.0], [0.0, 0.0, 0.0], [0.0, 0.0, 0.0], [0.0, 0.0, 0.0], [0.0, 0.0, 0.0], [0.0, 0.0, 0.0], [0.0, 0.0, 0.0], [0.0, 0.0, -0.1], [0.0, 0.0, 0.0], [0.0, 0.0, 0.0], [0.0, 0.0, 0.0], [0.0, 0.0, 0.0], [0.0, 0.0, 0.0], [0.0, 0.0, 0.0], [0.0, 0.0, 0.0], [0.0, 0.0, 0.0], [0.0, 0.0, 0.0], [0.0, 0.0, 0.0], [0.0, 0.0, 0.0], [0.0, 0.0, 0.0], [0.0, 0.0, 0.0], [0.0, 0.0, 0.0], [0.0, 0.0, 0.0], [0.0, 0.0, 0.0], [0.3, -0.3, 1.3], [-0.1, -0.2, -0.6], [0.2, 0.1, -0.1], [0.0, 0.0, 0.1], [0.0, 0.0, 0.0], [0.0, 0.0, 0.0], [-0.1, 0.0, 0.1], [0.1, 0.0, 0.0], [0.1, -0.3, 0.1], [0.0, 0.0, 0.0], [0.0, 0.0, 0.0], [0.0, 0.0, 0.0], [0.0, 0.1, 0.0], [-0.1, 0.0, -0.1], [-0.2, 0.2, 0.0], [0.0, 0.0, -0.1], [0.1, 0.0, 0.1], [0.0, 0.0, -0.1], [0.0, 0.1, 0.1], [-0.1, 0.1, 0.0], [0.0, 0.0, -0.1], [-0.1, 0.0, 0.0], [0.0, 0.0, 0.0], [0.0, 0.0, 0.0], [0.0, 0.0, 0.0], [0.0, 0.0, 0.0], [0.0, 0.0, 0.0], [0.0, 0.0, 0.0], [0.0, 0.0, 0.0], [0.0, 0.0, 0.0], [0.0, 0.0, 0.0], [0.0, 0.0, 0.0], [0.0, 0.0, 0.0], [0.0, 0.0, 0.0], [0.0, 0.0, 0.0], [0.0, 0.0, 0.0]], "lowdin_charge": [0.9217, -0.0877, -0.1900, -0.1272, -0.1266, -0.1927, -0.0879, -0.2214, 0.0627, -0.2262, -0.1266, -0.1928, -0.0865, -0.1267, -0.2284, 0.0616, -0.2252, 0.0375, -0.2239, 0.0634, -0.2262, 0.0292, -0.2287, 0.0612, -0.2235, 0.0330, -0.1345, -0.1331, -0.1971, -0.0837, -0.1978, -0.0885, -0.1282, -0.1302, -0.1944, -0.0903, -0.1995, -0.0844, 0.0402, -0.1894, -0.0876, 0.0663, 0.0630, 0.0662, 0.1088, 0.0988, 0.1070, 0.0992, 0.0659, 0.0658, 0.0657, 0.0990, 0.0999, 0.1046, 0.0633, 0.0660, 0.0682, 0.1002, 0.1003, 0.1010, 0.1041, 0.1012, 0.0698, 0.0661, 0.0693, 0.1060, 0.1015, 0.0641, 0.0661, 0.0738, 0.1013, 0.1069, 0.0738, 0.0651, 0.0641, 0.1010, 0.1037, 0.0736, 0.0655, 0.0698, 0.1078, 0.0992, 0.0641, 0.0662, 0.0645, -0.4825, 0.8271, -0.2531, -0.1181, -0.1088, -0.1243, -0.1163, -0.1152, -0.2604, -0.1068, -0.1053, -0.1164, -0.1049, -0.1127, -0.2630, -0.1134, -0.1055, -0.1231, -0.1175, -0.1242, -0.0854, 0.0940, 0.0910, 0.0872, 0.0896, 0.0880, 0.0875, 0.0922, 0.0897, 0.0904, 0.1014, 0.0728, 0.0900, 0.0877, 0.0892, 0.0976], "e_tot_ev": -125179.2547, "e_lumo_ha": 0.05729, "total_charge": -1, "gap_ha": 0.156}



2.
{"formula": "C3H4F3NO3", "method": "ωB97M-V/def2-TZVPD", "symbols": ["C", "C", "C", "N", "O", "O", "O", "F", "F", "F", "H", "H", "H", "H"], "positions_angstrom": [[-1.350, -0.556, -0.594], [-0.013, 0.145, -0.369], [1.217, -0.723, -0.177], [0.069, 1.648, -0.299], [-0.921, 2.255, -0.432], [1.145, 2.079, -0.098], [-0.413, 0.267, 1.901], [2.050, -0.821, -1.251], [0.773, -2.031, 0.063], [1.925, -0.386, 0.896], [-1.200, -1.487, -0.151], [-1.600, -0.628, -1.648], [-2.107, 0.135, -0.295], [0.426, 0.103, 2.454]], "atomic_forces_ev_per_a": [[1.8, 2.8, -1.2], [-0.8, 0.0, -1.3], [-0.5, -1.0, -0.3], [0.3, -5.0, -0.3], [-3.3, 1.8, -0.5], [3.4, 1.5, 0.6], [1.1, -0.2, 2.0], [-0.7, 0.4, 0.9], [0.7, 1.3, -0.3], [0.6, 0.0, -0.2], [-0.9, -1.5, 0.8], [0.4, -0.5, -0.5], [-0.7, 0.0, 1.1], [-1.4, 0.3, -0.9]], "lowdin_charge": [-0.0018, -0.0465, -0.5324, -0.4299, 0.1204, 0.1143, 0.0872, 0.1408, 0.0762, 0.1351, 0.0599, 0.0991, 0.0784, 0.0992], "e_tot_ev": -18953.4790, "spin_multiplicity": 3, "e_lumo_ha": [0.02067, -0.11174], "gap_ha": [0.370, 0.311]}



3.
{"formula": "C19H30Cl3GeN6RuS", "method": "ωB97M-V/def2-TZVPD", "symbols": ["Ru", "C", "C", "C", "C", "C", "C", "C", "C", "C", "C", "H", "H", "H", "H", "H", "H", "H", "H", "H", "H", "H", "H", "H", "H", "C", "C", "N", "N", "C", "S", "N", "N", "H", "H", "H", "H", "H", "H", "Cl", "Ge", "Cl", "Cl", "N", "C", "N", "C", "C", "C", "C", "C", "H", "H", "H", "H", "H", "H", "H", "H", "H", "H"], "positions_angstrom": [[-0.083, 0.495, 0.072], [3.450, -3.226, -1.406], [2.020, -3.217, -0.857], [1.010, -3.454, -1.969], [1.718, -2.144, 0.134], [0.384, -1.818, 0.563], [0.200, -1.203, 1.805], [1.314, -0.836, 2.622], [1.085, -0.417, 4.020], [2.608, -0.977, 2.086], [2.801, -1.586, 0.876], [3.535, -4.027, -2.137], [4.204, -3.415, -0.644], [3.678, -2.288, -1.917], [1.932, -4.088, -0.169], [1.230, -2.789, -2.804], [-0.026, -3.321, -1.665], [1.107, -4.476, -2.331], [-0.452, -2.327, 0.103], [-0.773, -1.209, 2.277], [1.029, -1.321, 4.643], [0.133, 0.102, 4.147], [1.909, 0.177, 4.413], [3.459, -0.642, 2.667], [3.806, -1.727, 0.505], [-2.046, 5.162, -1.204], [-2.592, 3.988, -0.490], [-3.797, 3.838, -0.037], [-3.837, 2.604, 0.534], [-2.678, 1.980, 0.462], [-2.101, 0.495, 1.112], [-1.875, 2.831, -0.187], [-0.557, 2.457, -0.506], [-2.842, 5.894, -1.323], [-1.678, 4.883, -2.193], [-1.235, 5.626, -0.638], [-4.702, 2.275, 0.947], [-0.533, 2.424, -1.534], [0.098, 3.181, -0.210], [-1.693, 1.624, -3.254], [-0.942, -0.065, -2.148], [1.434, 0.440, -1.843], [-1.175, -1.606, -3.525], [1.262, 1.552, 1.316], [1.948, 2.242, 1.960], [2.702, 3.007, 2.662], [3.790, 3.808, 1.998], [4.539, 4.593, 3.061], [3.591, 5.441, 3.908], [2.423, 4.615, 4.500], [2.524, 3.142, 4.140], [3.323, 4.483, 1.278], [4.447, 3.120, 1.466], [5.263, 5.227, 2.552], [5.121, 3.908, 3.681], [3.193, 6.251, 3.295], [4.159, 5.916, 4.706], [1.463, 4.997, 4.148], [2.402, 4.688, 5.587], [1.626, 2.593, 4.420], [3.379, 2.667, 4.620]], "atomic_forces_ev_per_a": [[0.6, -0.6, 1.6], [0.0, 0.0, 0.0], [0.0, 0.0, 0.1], [0.0, 0.0, 0.0], [-0.4, 0.0, 0.0], [0.4, -0.2, -0.6], [0.1, 0.5, 0.1], [-0.6, 0.1, -0.1], [0.1, 0.1, 0.0], [0.2, -0.2, -0.2], [0.0, 0.2, 0.3], [0.0, 0.0, 0.0], [0.0, 0.0, 0.0], [0.0, 0.0, 0.0], [0.0, 0.0, 0.0], [0.0, 0.0, 0.0], [0.0, -0.1, 0.0], [0.0, 0.0, 0.0], [0.0, -0.1, 0.0], [0.0, -0.2, 0.0], [0.0, 0.0, 0.0], [0.0, 0.0, 0.0], [0.0, 0.0, 0.0], [0.0, 0.0, 0.0], [0.0, 0.0, 0.0], [0.0, 0.0, 0.0], [0.1, -0.1, -0.1], [-0.1, 0.0, 0.0], [0.0, 0.0, 0.0], [0.0, 0.2, 0.3], [-0.4, -0.2, -0.4], [0.0, 0.3, 0.2], [-0.2, 0.3, -0.8], [0.0, 0.0, 0.0], [0.0, 0.0, 0.0], [0.0, 0.0, 0.0], [0.0, 0.0, 0.0], [0.1, 0.4, -0.1], [0.0, -0.1, 0.3], [0.0, 0.0, 0.2], [0.5, 0.0, -0.2], [-0.4, 0.0, -0.1], [-0.2, -0.1, 0.1], [0.0, -0.1, -0.5], [0.1, 0.1, 0.1], [0.0, -0.1, -0.1], [0.0, 0.0, 0.0], [0.0, 0.0, 0.0], [0.0, 0.0, 0.0], [0.0, 0.0, 0.0], [0.0, 0.0, 0.0], [0.0, 0.0, 0.0], [0.0, 0.0, 0.0], [0.0, 0.0, 0.0], [0.0, 0.0, 0.0], [0.0, 0.0, 0.0], [0.0, 0.0, 0.0], [0.0, 0.0, 0.0], [0.0, 0.0, 0.0], [0.0, 0.0, 0.0], [0.0, 0.0, 0.0]], "lowdin_charge": [0.6201, -0.0382, -0.3538, -0.0813, -0.1341, -0.1548, -0.1801, -0.2250, 0.0060, 0.0199, 0.0404, 0.1038, 0.0903, 0.0971, 0.1951, 0.0602, 0.0397, 0.1091, 0.1117, 0.0778, 0.1377, 0.1062, 0.0898, 0.1466, 0.1292, 0.0367, -0.2709, 0.1990, 0.1102, -0.6381, 0.8025, -0.0635, -0.0480, 0.1146, 0.0964, 0.1036, 0.1993, -0.0245, 0.1373, 0.2797, -0.0146, 0.1974, 0.3385, 0.0872, -0.1964, -0.0376, -0.0932, -0.1691, -0.1581, -0.1452, -0.1168, 0.1313, 0.1310, 0.1341, 0.1247, 0.1188, 0.1238, 0.1163, 0.1279, 0.1177, 0.1346], "e_tot_ev": -136605.2544, "e_lumo_ha": [-0.47237, -0.47128], "total_charge": 3, "de_lowest_kj_mol": 169.02, "gap_ha": [0.166, 0.169]}



4.
{"formula": "H24O12", "method": "ωB97M-V/def2-TZVPD", "symbols": ["O", "H", "H", "O", "H", "H", "O", "H", "H", "O", "H", "H", "O", "H", "H", "O", "H", "H", "O", "H", "H", "O", "H", "H", "O", "H", "H", "O", "H", "H", "O", "H", "H", "O", "H", "H"], "positions_angstrom": [[-2.228, 0.620, -0.776], [-2.571, 1.508, -0.881], [-1.280, 0.734, -0.717], [1.773, -0.325, -0.407], [1.401, 0.144, -1.153], [2.202, 0.353, 0.115], [-0.859, -1.475, 1.144], [-0.739, -0.561, 1.400], [-1.556, -1.795, 1.716], [-0.241, 0.838, 0.010], [0.187, 0.852, 0.866], [0.240, 0.176, -0.488], [1.156, 0.498, -1.984], [1.311, 1.439, -2.059], [1.171, 0.179, -2.886], [0.733, 0.437, 1.762], [0.805, -0.370, 2.273], [1.634, 0.750, 1.681], [-0.164, 2.042, 3.134], [-0.439, 1.300, 2.596], [-0.528, 2.808, 2.691], [-0.963, -0.579, -2.536], [-1.742, -0.136, -2.201], [-0.517, -0.904, -1.754], [-1.549, 2.258, 0.730], [-1.390, 2.591, -0.154], [-1.198, 1.367, 0.716], [1.205, -2.079, -1.441], [1.318, -1.227, -1.020], [1.458, -1.931, -2.353], [1.199, -1.818, 1.261], [1.193, -1.058, 0.678], [0.282, -1.938, 1.509], [-0.618, -1.309, -0.721], [-0.006, -1.998, -0.982], [-0.683, -1.394, 0.231]], "atomic_forces_ev_per_a": [[-5.1, -0.6, -2.0], [-0.7, -0.3, 0.1], [-0.6, 0.0, -0.6], [8.3, 0.1, 11.5], [1.9, -0.8, 2.6], [0.7, -0.3, -0.2], [-8.4, -0.2, 17.7], [-0.6, 0.6, 0.1], [-1.1, -0.5, 0.0], [3.7, 0.8, -4.7], [0.0, 1.0, -0.9], [-1.4, -0.4, 0.9], [-3.2, 8.4, -15.1], [-0.2, 0.6, 0.0], [-0.9, -0.6, -0.5], [4.3, -0.7, 5.9], [0.8, -1.2, 0.4], [0.2, 0.4, 0.9], [-0.3, 0.8, 1.4], [-0.2, 1.0, 0.7], [-0.4, 0.2, -0.2], [-1.1, 2.4, -9.2], [-0.3, -0.2, -0.1], [-0.6, 0.6, -1.0], [-2.4, 4.8, 2.9], [0.2, 0.2, 0.4], [-1.7, 0.9, 0.1], [3.3, -4.7, -4.1], [0.7, -2.4, -0.3], [0.0, -0.7, -0.4], [3.7, -2.7, 2.6], [0.6, -0.8, -0.3], [2.0, -1.5, 0.4], [-0.9, -2.1, -1.1], [-0.6, -1.7, -0.4], [0.2, -0.3, -7.7]], "lowdin_charge": [-0.0608, 0.0634, -0.0956, -0.0322, -0.3445, 0.1398, 0.2599, 0.1333, 0.2008, -0.1095, -0.1517, 0.0466, 0.2286, 0.1748, 0.1629, 0.0158, 0.1215, 0.1514, -0.0514, -0.0106, 0.0347, -0.0920, 0.0011, -0.2250, -0.0644, 0.0610, -0.0663, 0.0488, -0.1255, 0.0990, -0.0291, -0.0526, -0.0661, -0.0384, -0.0122, -0.3156], "e_tot_ev": -24935.6838, "e_lumo_ha": -0.02335, "de_lowest_kj_mol": 2509.65, "gap_ha": 0.276}